(1)
Here is a molecular structure, C35H51N9NaO6PS from the OMol25 dataset. Energies are from ωB97M-V/def2-TZVPD.

For the energy relative to the best compared isomer or geometry (same formula, charge and spin), the calculation gives 0.0 kJ/mol. As for the energy: -3210.65402 a.u. The value obtained for the HOMO energy is -1.69 eV. As for the molecular weight: 779.88 u. Its net charge is -2. As for the LUMO energy: 3.86 eV. The frontier orbital gap is 5.55 eV.

Each line ends with the Löwdin charge.
Atoms and positions in Å:
S1 3.607 -2.820 -1.052  0.511
P1 -1.382 -1.950 -1.322  0.311
Na1 1.208 -0.791 0.123  0.250
O1 -2.843 -2.161 -1.105  -0.300
O2 5.332 0.667 0.167  0.050
O3 -0.534 -3.343 -1.412  -0.164
O4 -1.047 -1.616 -2.892  -0.159
O5 3.164 -0.212 1.135  -0.084
O6 -0.689 -0.973 -0.429  -0.334
N1 -1.092 -1.096 2.551  0.135
N2 2.378 -3.447 -3.300  0.042
N3 1.742 1.949 -0.683  0.144
N4 2.802 -0.064 3.405  0.022
N5 2.348 -0.160 -2.222  0.064
N6 1.568 -0.503 3.118  0.023
N7 -3.223 2.768 1.005  -0.101
N8 2.549 -1.218 -2.979  -0.047
N9 -1.154 1.682 1.394  0.186
C1 -0.733 -0.434 -4.885  -0.031
C2 -0.643 -4.529 -0.622  -0.632
C3 -0.384 -4.222 0.850  -0.017
C4 1.110 4.240 -0.435  -0.087
C5 1.309 2.954 0.057  -0.142
C6 6.839 0.908 4.006  -0.132
C7 -3.403 -0.970 3.169  -0.089
C8 5.788 0.727 1.419  -0.274
C9 -1.571 -0.502 -3.609  -0.630
C10 3.565 -0.015 2.306  -0.431
C11 -2.011 -5.199 -0.802  -0.043
C12 7.107 1.148 1.628  -0.035
C13 2.982 1.186 -4.175  -0.059
C14 0.659 -0.248 3.984  -0.139
C15 1.424 4.472 -1.767  -0.104
C16 -1.888 3.241 3.032  -0.028
C17 -2.375 -1.265 2.278  -0.155
C18 2.475 1.011 -2.765  -0.305
C19 4.984 0.405 2.532  -0.070
C20 1.919 3.438 -2.538  -0.039
C21 -3.352 2.222 -0.335  -0.211
C22 5.527 0.511 3.809  -0.051
C23 -1.438 0.801 -2.818  -0.024
C24 -2.079 2.476 1.737  -0.440
C25 -3.044 -0.746 -3.964  -0.041
C26 -3.049 -0.505 4.425  -0.117
C27 -4.391 3.340 1.637  -0.232
C28 7.628 1.228 2.905  -0.128
C29 -0.741 -0.583 3.740  -0.277
C30 2.786 -2.415 -2.481  -0.956
C31 -1.711 -0.314 4.718  -0.058
C32 -3.940 0.812 -0.421  -0.062
C33 2.051 2.157 -1.975  -0.236
C34 -5.196 2.362 2.506  -0.077
C35 0.445 -5.456 -1.164  -0.046
H1 7.706 1.407 0.763  0.104
H2 -1.411 0.053 5.693  0.094
H3 -1.285 1.159 0.528  0.037
H4 1.286 5.460 -2.193  0.090
H5 -1.126 -3.519 1.214  0.060
H6 -2.137 -5.497 -1.846  0.081
H7 -1.070 0.385 -5.525  0.079
H8 2.156 1.273 -4.889  0.067
H9 -4.439 -1.113 2.887  0.093
H10 -5.759 1.658 1.894  0.057
H11 -2.647 2.994 3.777  0.065
H12 0.714 5.030 0.191  0.086
H13 -5.037 3.738 0.851  0.110
H14 0.271 -5.631 -2.227  0.078
H15 2.901 -4.299 -3.235  0.053
H16 -0.421 -5.131 1.453  0.083
H17 -3.619 -0.873 -3.047  0.052
H18 -3.310 0.095 0.109  0.049
H19 0.426 -6.410 -0.631  0.078
H20 -3.988 0.502 -1.467  0.055
H21 -3.810 -0.294 5.169  0.092
H22 -3.134 -1.664 -4.550  0.083
H23 -3.443 0.091 -4.543  0.078
H24 4.882 0.287 4.647  0.094
H25 -1.900 4.321 2.857  0.073
H26 2.035 -3.173 -4.208  0.076
H27 0.892 0.307 4.899  0.098
H28 4.409 0.271 0.220  0.067
H29 2.179 3.610 -3.574  0.090
H30 3.619 2.068 -4.265  0.062
H31 -3.965 2.916 -0.919  0.113
H32 -2.804 -4.497 -0.551  0.061
H33 -2.355 2.212 -0.780  0.093
H34 -1.791 1.651 -3.408  0.095
H35 -2.026 0.719 -1.903  0.029
H36 -5.900 2.913 3.136  0.065
H37 -4.947 0.771 -0.003  0.064
H38 8.656 1.544 3.049  0.085
H39 -0.919 2.943 3.423  0.074
H40 -4.526 1.789 3.148  0.051
H41 -2.082 -6.085 -0.165  0.075
H42 0.599 -3.762 0.963  0.091
H43 0.316 -0.290 -4.618  0.063
H44 1.090 2.709 1.089  0.092
H45 -4.084 4.182 2.262  0.096
H46 3.559 0.303 -4.438  0.058
H47 -0.822 -1.379 -5.424  0.081
H48 1.426 -4.989 -1.053  0.046
H49 -2.599 -1.644 1.284  0.076
H50 7.250 0.978 5.007  0.079
H51 -0.398 0.960 -2.530  0.080



(2)
Here is a molecular structure, C35H52AsFeP3Se from the OMol25 dataset. Energies are from ωB97M-V/def2-TZVPD.

For the energy relative to the best compared isomer or geometry (same formula, charge and spin), the calculation gives 145.0 kJ/mol. As for the energy: -8288.72093 a.u. The value obtained for the HOMO energy (alpha / beta) is -15.42 / -15.42 eV. As for the molecular weight: 775.45 u. Its net charge is +3. As for the LUMO energy (alpha / beta): -8.57 / -12.52 eV. The frontier orbital gap (alpha / beta) is 6.85 / 2.90 eV. As for the spin multiplicity: 6.

Each line ends with the Mulliken spin population.
Atoms and positions in Å:
Se1 0.102 2.125 -2.651  0.675
As1 -0.012 -0.431 1.982  0.284
Fe1 0.188 1.178 -0.599  2.963
P1 2.322 0.646 -0.783  -0.002
P2 -2.052 1.232 -0.642  -0.047
P3 0.381 2.796 0.815  -0.017
C1 -0.144 -1.093 -5.365  0.007
C2 -1.839 0.980 6.253  0.120
C3 -1.881 -2.387 0.827  0.013
C4 0.157 1.007 -4.200  0.044
C5 -2.794 0.201 -1.954  0.013
C6 -0.916 3.216 2.040  0.029
C7 3.487 0.075 0.509  0.006
C8 1.513 -1.492 2.767  0.152
C9 -0.787 0.173 3.760  0.180
C10 -1.314 -2.830 3.152  0.015
C11 0.536 1.619 -5.416  0.095
C12 0.559 0.872 -6.586  -0.033
C13 1.838 2.876 1.919  0.027
C14 -2.817 -3.426 0.860  0.000
C15 1.730 -2.800 2.316  0.030
C16 0.535 4.449 0.022  0.033
C17 2.628 -0.656 -2.031  0.020
C18 -2.136 -0.060 4.075  0.041
C19 -2.998 -4.167 2.040  0.000
C20 -0.527 1.297 5.910  0.023
C21 -2.721 2.894 -1.138  0.006
C22 2.841 -3.535 2.760  -0.013
C23 -2.248 -3.876 3.177  0.003
C24 3.761 -2.949 3.628  0.109
C25 3.588 -1.623 4.052  0.010
C26 3.352 2.042 -1.438  0.016
C27 -1.168 -2.051 1.996  0.039
C28 2.452 -0.907 3.639  0.005
C29 -0.166 -0.360 -4.174  0.028
C30 -3.194 0.897 0.756  0.006
C31 -0.583 -3.812 -7.400  -0.002
C32 -0.426 -2.665 -8.076  0.005
C33 0.212 -0.459 -6.538  0.095
C34 -0.009 0.921 4.663  0.003
C35 -2.651 0.316 5.325  -0.001
H1 -0.430 -0.864 -3.243  0.017
H2 -3.687 0.082 5.566  0.002
H3 4.475 -0.026 0.043  -0.001
H4 -0.712 -2.604 4.031  -0.003
H5 3.319 2.912 -0.768  0.001
H6 0.213 -0.956 -7.499  0.008
H7 1.448 4.506 -0.584  0.000
H8 2.769 2.993 1.353  0.001
H9 -2.394 3.157 -2.154  -0.007
H10 1.023 1.207 4.424  -0.002
H11 -3.724 -4.982 2.062  0.000
H12 -0.548 4.118 2.549  0.000
H13 -0.368 -0.277 -0.506  0.014
H14 -2.578 -0.854 -1.753  -0.003
H15 2.967 -4.566 2.420  0.000
H16 -2.787 -0.588 3.382  -0.007
H17 4.637 -3.504 3.966  0.000
H18 -1.560 -4.213 -7.132  0.000
H19 2.314 0.096 4.042  0.000
H20 0.814 1.298 -7.555  0.001
H21 -0.325 4.670 -0.621  -0.005
H22 -2.380 0.471 -2.934  -0.009
H23 1.004 -3.276 1.662  0.001
H24 -4.160 1.369 0.528  -0.003
H25 -3.330 -0.184 0.864  0.001
H26 0.563 -2.429 -8.502  -0.001
H27 -3.817 2.812 -1.120  -0.002
H28 2.996 2.341 -2.432  -0.005
H29 3.174 -0.893 0.911  0.005
H30 -0.422 -2.146 -5.381  0.000
H31 -1.881 3.433 1.569  0.001
H32 4.392 1.691 -1.506  0.000
H33 3.697 -0.904 -2.030  0.001
H34 -2.381 -4.448 4.099  0.001
H35 2.315 -0.337 -3.033  -0.004
H36 -3.880 0.361 -1.942  -0.001
H37 -2.414 3.694 -0.452  0.001
H38 0.279 -4.452 -7.207  0.000
H39 2.052 -1.543 -1.741  -0.002
H40 0.585 5.176 0.844  0.004
H41 1.908 1.979 2.545  -0.002
H42 4.320 -1.128 4.704  0.000
H43 -1.038 2.405 2.769  0.003
H44 -1.263 -1.990 -8.275  -0.001
H45 -2.817 1.303 1.700  -0.002
H46 0.123 1.855 6.601  0.001
H47 0.811 2.660 -5.464  -0.004
H48 -1.701 -1.841 -0.116  0.017
H49 -3.408 -3.655 -0.044  0.000
H50 -2.241 1.283 7.227  -0.002
H51 3.561 0.794 1.330  0.001
H52 1.684 3.758 2.553  0.001



Question: Which of these has the highest molecular weight?
Answer: C35H51N9NaO6PS